Below is C9H24FO3Zn as an isolated structure in a non-equilibrium geometry, with properties calculated with ωB97M-V/def2-TZVPD.

Geometry as ORCA input:
```
! wB97M-V def2-TZVPD RIJCOSX def2/J DEFGRID3
* xyz 1 1
Zn -28.3363 16.4804 -5.7290
F -27.0285 17.5644 -6.5951
C -25.9363 21.3530 -6.4146
C -27.2283 21.2071 -5.6344
C -27.9689 22.5294 -5.6094
O -28.0738 20.2268 -6.2248
H -25.4841 20.4027 -6.7161
H -25.1574 21.9109 -5.8986
H -26.2132 21.8014 -7.3732
H -26.9156 20.8521 -4.6452
H -28.9198 22.3891 -5.0876
H -28.2410 22.9276 -6.5866
H -27.4532 23.3081 -5.0481
H -27.5269 19.4490 -6.3877
C -25.3994 18.5625 -9.6989
C -24.3573 17.6983 -8.9719
C -22.9559 18.1207 -9.3459
O -24.5224 17.9752 -7.5863
H -26.4280 18.2621 -9.4894
H -25.2232 18.5390 -10.7755
H -25.3095 19.5896 -9.3434
H -24.4815 16.6349 -9.2047
H -22.7508 19.0951 -8.8985
H -22.8758 18.3117 -10.4192
H -22.1424 17.4336 -9.1196
H -25.4468 17.8136 -7.3514
C -29.9186 14.9129 -9.2476
C -29.1022 16.0805 -8.6694
C -29.2263 17.3716 -9.4723
O -29.6122 16.4056 -7.3459
H -30.9618 15.1873 -9.4035
H -29.9085 14.0323 -8.6033
H -29.3747 14.6326 -10.1491
H -28.0557 15.7809 -8.6147
H -30.2611 17.6481 -9.6858
H -28.7671 17.2971 -10.4605
H -28.7088 18.2114 -9.0088
H -30.5620 16.5445 -7.4748
*
```

HOMO (eV): -12.24
Lowest unoccupied orbital energy (eV): -7.940
E (a.u.): -2461.90484
Energy relative to the best compared isomer or geometry (same formula, charge and spin) (eV): 0.0000